Below is C12H28FeO6 as an isolated structure, with properties calculated with wB97M-V/def2-TZVPD.

Properties
LUMO (spin up / spin down) = 3.015 / 3.014 eV
HOMO-LUMO gap (spin up / spin down) = 8.41 / 8.07 eV
net charge = -1
multiplicity = 6
E_HOMO (spin up / spin down) = -5.4 / -5.1 eV
electronic energy = -2189.194907 hartree
M = 324.19 Da

```
47
Properties=species:S:1:pos:R:3:forces:R:3
Fe -1.2705 0.0154 0.2451 0.4481 0.0479 0.6962
C 0.7031 -1.2997 2.8863 0.5901 -0.6271 1.0876
C 0.9476 0.1618 2.5380 -0.5541 -0.5694 -0.0160
O 0.0731 0.6333 1.5795 -0.8963 0.0837 -1.5841
H 1.3980 -1.6562 3.6655 0.2690 0.3710 -0.0619
H 0.9190 -1.9624 2.0478 -0.5192 0.1391 -0.2496
H -0.2567 -1.4998 3.3665 -0.3425 0.1504 -0.6563
H 2.0068 0.2114 2.2466 0.0636 0.3333 -0.3172
H 0.8360 0.7847 3.4337 0.1081 -0.0125 0.2355
C -4.5454 -2.3120 1.5656 -0.1266 0.1519 -0.8499
C -3.8483 -0.9946 1.9529 -0.0641 -0.2263 0.9488
O -2.6364 -0.7928 1.3501 1.0180 0.1885 -1.4122
H -5.0506 -2.1577 0.6059 0.2218 -0.2081 -0.1468
H -5.3360 -2.6738 2.2282 0.1352 0.3631 0.4028
H -3.8226 -3.1213 1.4528 0.1088 0.1004 -0.0116
H -3.6729 -1.0289 3.0415 -0.1181 0.0531 0.1131
H -4.5470 -0.1614 1.7927 -0.0493 0.0545 -0.1344
C -0.8709 -3.6529 -0.8688 0.9576 -0.3614 0.5792
C -1.0406 -2.2712 -1.4922 -0.9543 -0.3091 1.1049
O -0.2979 -1.2823 -0.8527 -0.2173 0.5970 0.3270
H -1.6023 -4.3679 -1.2525 -0.1307 0.0650 0.0671
H -0.9207 -3.5845 0.2226 -0.4880 0.0723 -0.0604
H 0.1227 -4.0965 -1.0195 -0.0051 0.2201 -0.3817
H -2.1005 -2.0400 -1.2859 -0.1696 -0.1178 -0.7702
H -0.8754 -2.4048 -2.5709 0.1257 0.6422 -0.0501
C -3.2458 2.9937 -2.3016 0.8895 0.7731 0.1537
C -2.0004 2.6479 -1.4762 0.0712 -0.8108 1.4156
O -1.9792 1.3365 -1.0130 0.2587 -1.0720 0.6626
H -2.9033 3.8561 -2.8861 -0.5299 0.0020 -0.3117
H -4.0242 3.3460 -1.6260 -0.1954 -0.1860 -0.0911
H -3.6339 2.2123 -2.9488 0.2458 -0.1520 -0.0032
H -2.0309 3.3104 -0.5944 0.0831 0.2638 -0.1282
H -1.0391 2.8766 -1.9580 -0.2322 0.0587 -0.5405
O 3.0718 -0.0201 -1.3936 0.2660 0.0494 -0.1956
C 2.9290 1.1043 -0.9950 0.2187 -0.7429 0.6480
O 3.8872 1.7527 -0.2828 -0.1392 0.3946 0.0339
C 5.0875 1.0331 -0.0391 0.3805 -0.1396 0.1828
C 6.0989 1.2564 -1.1538 0.2583 0.1430 0.5817
C 1.7240 1.9235 -1.1960 -0.8220 0.6515 -0.7380
H 4.8331 0.0008 0.2004 0.1796 -0.0822 -0.3424
H 5.5428 1.4733 0.8508 -0.3540 0.0568 0.1279
H 5.8286 0.8462 -2.1226 -0.1545 0.0882 0.0043
H 7.0760 0.8698 -0.8509 -0.1027 -0.2959 -0.0534
H 6.2498 2.3386 -1.1716 -0.1217 0.0039 -0.5461
H 1.5802 2.7445 -0.5001 0.2888 -0.0610 0.1177
H 0.8193 1.3201 -1.2100 0.1586 -0.2860 0.0795
H 1.8170 2.3316 -2.2103 -0.0585 0.1418 0.0825
```
Positions in Å, forces in eV/Å.